Record 1
A cluster of 10 separate species, C50H65F5O15 in total. Source: OMol25; level of theory: ωB97M-V/def2-TZVPD.

The value obtained for the HOMO-LUMO gap is 0.35004 Eh. Its SMILES is CCOC(=O)OC.CCOC(=O)OC.CCOC(=O)OC.CCOC(=O)OC.CCOC(=O)OC.Fc1ccccc1.Fc1ccccc1.Fc1ccccc1.Fc1ccccc1.Fc1ccccc1. The value obtained for the molecular weight is 1001.045 g mol⁻¹.

Each line ends with the Mulliken charge.
Positions of all 135 atoms, in Å:
F 5.3286 0.7599 -0.9438  -0.2581
F 6.8144 -3.5714 -1.5533  -0.3619
F -2.5624 -0.9564 -3.6983  0.0633
F 1.9832 -1.7889 -1.8677  -0.5035
F -5.1332 1.0565 -2.2101  -0.4069
O -2.7332 -6.0236 -0.2021  -0.3899
O 0.3916 1.1446 5.7847  -0.6544
O 1.5784 -0.6014 4.8756  -0.3256
O -2.3186 1.1821 3.6574  0.0560
O -2.4209 -0.9378 3.6859  0.0806
O -1.8112 -4.2183 -0.9825  -0.4310
O -1.3830 4.2223 -4.6457  -0.3217
O 0.4358 2.9938 -5.1504  -0.6330
O -3.9141 0.1997 4.9603  -0.6130
O 0.1570 -0.9917 6.4239  -0.3988
O 0.5594 4.5369 -3.5389  -0.3600
O 2.1485 3.3752 1.3372  -0.1273
O 4.2257 2.9856 1.7791  -0.2236
O 3.6993 4.4484 0.0418  -0.5961
O -3.8806 -4.1287 -0.1683  -0.5588
C -1.6274 -2.7905 -0.9284  -0.0491
C -1.6571 3.5510 3.8132  -1.1274
C 6.1789 -0.0217 -3.0390  -0.7382
C 6.6978 -3.1329 0.7137  -0.5204
C 0.3052 -0.1105 -2.1346  -0.2537
C -4.8441 1.0152 1.3295  -0.4579
C 3.9033 0.9168 -2.7927  0.3685
C -2.9853 0.1720 4.1657  0.3665
C -2.9108 -4.7256 -0.4319  0.7336
C -2.7289 0.9309 -6.7476  -0.3931
C -3.9023 -6.7263 0.3639  -0.1769
C 4.7044 -3.8659 1.8521  -0.6374
C 4.8537 -4.1319 -0.5386  -0.5398
C 1.1552 -0.9000 -1.3164  -0.4023
C 6.0120 -3.3467 1.8925  -0.3061
C -4.9778 0.5713 -0.9882  0.8944
C 0.1895 -0.0630 0.7236  -0.4082
C 3.7820 0.8012 -4.1723  -0.3844
C 3.4069 3.6530 0.9016  0.7122
C 4.1209 -4.2251 0.6326  -0.2688
C -3.1198 -2.2354 3.9439  -0.7772
C 5.1564 0.5676 -2.2963  0.0839
C 6.1214 -3.5546 -0.4546  0.5680
C -1.0990 -1.4476 8.4486  -1.3165
C -2.7453 2.5188 4.1320  -0.3976
C -0.5661 0.7266 -1.4602  -0.7485
C 0.7427 -0.0392 5.7318  0.9549
C -2.4729 4.5195 -2.5327  -0.7466
C -4.2052 -0.9535 -6.9412  -0.5718
C -0.6257 0.6874 -0.0351  0.0268
C 4.8056 0.3426 -4.9832  -0.8452
C 1.9827 4.2730 -3.2933  -0.3349
C -5.0113 -1.2636 0.4406  -0.4717
C -2.9566 -0.6450 -4.9678  0.2152
C -3.6772 0.1860 -7.4528  -0.6122
C 5.5867 3.1200 1.4829  -0.1341
C 1.1783 -0.8353 0.0473  -0.2792
C 2.4094 0.1983 4.0906  -0.4854
C -0.0969 3.8757 -4.4750  0.8718
C 5.9728 -0.1169 -4.4149  -0.2893
C -4.8767 1.5047 0.0395  -0.6782
C -4.9683 -0.7687 -0.8552  -0.5952
C -4.3468 -7.6796 -0.7533  -1.1035
C -1.0578 -0.5940 7.1637  0.2081
C 6.4555 2.2346 2.2949  -1.3234
C -2.4280 0.5406 -5.4826  0.1792
C -3.8204 -1.4108 -5.6799  -0.5653
C 1.1495 4.0204 0.5598  -0.0404
C -4.9408 -0.3773 1.5314  -1.1424
C -2.0447 5.1893 -3.8246  -0.4152
H -4.8784 2.5486 -0.2938  0.4389
H -4.2077 -2.3427 -5.3127  0.4732
H -2.3878 -2.2029 -1.4377  0.0799
H 7.6791 -2.6975 0.6521  0.4565
H -3.1575 3.6896 -2.7884  0.2093
H 5.7553 3.0547 0.4414  0.3445
H 1.3105 5.1096 0.5081  0.4653
H 4.5321 -4.4297 -1.5277  0.4201
H 3.0977 1.2056 -2.1285  0.4426
H -3.4512 -7.1691 1.1882  0.3442
H -1.8660 -1.2491 9.2229  0.3568
H 2.5082 4.4880 -4.2688  0.3716
H -4.9167 -1.5354 -7.4852  0.3847
H -3.1387 5.1702 -1.9936  0.5104
H -5.0188 -0.8495 2.5184  0.8168
H -2.8500 2.4208 5.2500  0.3273
H -4.9941 -8.4779 -0.4156  0.3981
H -1.9026 4.3992 4.4237  0.4545
H -0.6506 -2.6799 -1.3742  0.1534
H 4.1383 -3.9351 2.7572  0.4868
H -4.9495 -7.1403 -1.5163  0.2676
H -3.8512 0.7174 -8.3661  0.3528
H 3.0131 0.9767 4.6937  0.2605
H 7.4772 2.3612 1.9783  0.3907
H 2.8835 1.1880 -4.6524  0.4419
H -0.7213 3.1040 4.1819  0.2397
H 0.1965 3.7680 1.0804  -0.3388
H 5.8465 4.1824 1.7161  0.3010
H -1.3820 1.3139 0.4795  0.4581
H -0.1263 -1.3175 8.8899  0.3537
H -4.7277 -6.0215 0.5956  0.2339
H 6.7076 -0.6019 -5.0448  0.3763
H -3.6196 -2.4884 3.0147  0.1514
H 2.2973 4.8932 -2.5054  0.2764
H 1.8893 -1.4977 0.6567  0.3234
H -2.2020 1.7212 -7.2826  0.4386
H 6.9633 -0.5480 -2.4434  0.3628
H -1.1256 0.4795 7.3604  0.3353
H -1.6419 3.7255 2.7312  0.2038
H 0.2778 -0.2115 -3.1970  0.6836
H 2.2609 3.2665 -3.0553  -0.0914
H 6.3597 2.4827 3.3405  0.3811
H -3.4990 -8.1950 -1.1637  0.2982
H 3.0523 -0.4880 3.6547  0.4042
H 6.4976 -3.0561 2.8811  0.2896
H 1.8850 0.7117 3.3440  0.0790
H -1.6553 4.2187 -1.8719  0.0858
H -1.5109 6.1649 -3.7680  0.3075
H -5.0163 -2.3384 0.6439  0.5110
H -2.3192 -2.9454 4.1037  0.2784
H -4.6846 1.6124 2.2003  0.5568
H -4.8704 -1.4170 -1.7321  0.4602
H -1.2371 1.3707 -2.0129  0.6523
H 0.0729 0.0788 1.7872  0.3694
H -1.1286 -2.4826 8.2329  0.3352
H -1.8820 -0.9578 6.5078  -0.0401
H 1.1473 3.6061 -0.4024  -0.0279
H 4.6386 0.2972 -6.0642  0.3958
H -2.8844 5.5222 -4.4089  0.3519
H 6.1117 1.1628 2.1949  0.2327
H -1.5349 0.9848 -4.9599  0.0231
H 3.0963 -4.6249 0.6684  0.4099
H -1.5467 -2.4855 0.1085  0.2429
H -3.7928 -2.2349 4.8262  0.3485
H -3.7088 2.7828 3.7514  0.4163

---

Record 2
A structure of composition C50H67FeN5O5SSiTe. Source: OMol25; level of theory: ωB97M-V/def2-TZVPD.

The spin multiplicity is 2. The value obtained for the HOMO-LUMO gap (spin up / spin down) is 0.17421 / 0.16051 Eh. The expectation value of S² is 0.862. The value obtained for the molecular weight is 1061.714 g mol⁻¹. The net charge is -1.

Each line ends with the Mulliken charge.
Positions of all 131 atoms, in Å:
Te 1.7980 -0.6597 -2.4841  0.2151
Fe -1.8743 -1.2339 -1.4969  -0.4070
S -2.1824 -1.5110 2.7504  -0.8024
Si -1.4282 -0.0166 3.9729  -0.5530
O -1.3757 -0.4254 0.2373  -0.0767
O -2.2154 0.0388 5.4292  0.3620
O -1.4672 1.4362 3.2048  0.7864
O -5.3279 -2.9053 0.2129  -0.7551
O 0.1648 -0.1638 4.3691  0.1105
N -3.0497 0.3797 -2.0985  0.2515
N -3.3988 -2.1710 -0.9714  -0.1880
N -2.0347 -1.6644 -3.3310  1.4405
N -0.2216 -0.1769 -1.6055  0.3417
N -0.6499 -3.0029 -1.5703  0.8895
C -1.2511 2.7671 3.6491  1.7841
C 6.8527 -0.8682 -3.0343  0.8376
C -3.7557 -1.6403 6.1737  -1.6731
C 0.9032 -1.1043 5.1281  1.6125
C -0.3817 3.4641 2.6011  -1.7362
C 1.3544 5.5422 -4.2347  -1.6234
C -2.6126 3.4605 3.7324  -1.4852
C -3.5667 -0.1659 5.8145  1.7544
C -4.4749 2.3971 -3.3928  -1.0459
C 0.0294 0.7978 -4.9408  -1.5590
C 2.4398 3.6892 -2.9282  -0.9572
C -0.9293 -3.6445 -2.7459  0.0176
C -3.4526 1.3924 0.0937  -1.5837
C -3.1123 -1.2659 -5.4028  -0.8490
C 3.6176 2.0253 -1.5137  -1.3106
C -4.3487 -2.5210 -0.3546  0.8662
C 2.3669 -0.9121 4.7297  -1.7620
C 4.6540 -0.4650 -3.9770  1.3217
C 1.7846 1.3756 -3.1619  0.1407
C 0.8852 1.7583 -4.1667  1.0395
C 8.3517 -0.9196 -3.1692  -1.5998
C -0.1802 -5.7591 -1.8946  -0.9962
C 0.1896 -3.1149 0.7377  -0.1685
C -1.5776 -2.8447 -3.7675  0.7784
C -4.5652 0.2136 4.7216  -1.4069
C -3.2854 0.3159 -3.4373  0.8747
C -0.1514 -3.7514 -0.5758  -0.0320
C -3.7906 0.7135 7.0475  -1.7424
C 0.4786 -2.5403 4.8253  -1.1191
C 0.7426 0.6580 0.5592  0.6173
C 0.7046 -0.8021 6.6153  -1.5212
C -0.6970 -5.0051 -2.9213  -0.9411
C 4.0550 -0.7558 -2.7463  -0.9354
C -2.5856 -2.4420 -5.8961  -1.1388
C 2.5821 2.3593 -2.5534  0.9398
C 6.0408 -0.5230 -4.1025  -0.9897
C 4.8658 -1.1359 -1.6704  1.8182
C -0.5486 2.8226 5.0068  -1.4221
C 0.7723 3.1044 -4.5097  -0.8707
C -2.8066 -0.8778 -4.0968  0.1641
C 0.1017 -5.1112 -0.7038  -0.8095
C -3.5892 1.3832 -1.4015  0.9881
C 4.2833 -1.4856 -0.3215  -1.5718
C -1.7895 -3.2365 -5.0884  -0.9432
C -4.3032 2.4072 -2.0152  -0.7552
C 3.8268 -0.0962 -5.1813  -1.6693
C -3.9680 1.3357 -4.1030  -0.7101
C -0.3108 0.0127 -0.3083  0.5075
C 6.2464 -1.1812 -1.8240  -1.0370
C 1.5250 4.0865 -3.8924  0.8898
H 2.6762 0.1168 4.9194  0.3162
H -5.5824 0.0799 5.0964  0.5559
H -2.8081 -2.7566 -6.9073  0.4327
H 0.9331 6.0839 -3.3856  0.3234
H -4.4308 1.2513 4.4149  0.1693
H -4.0909 1.2725 -5.1756  0.4055
H 3.0115 -1.5894 5.2930  0.4079
H 3.0583 4.4392 -2.4452  0.4193
H -3.1312 3.3350 2.7811  0.1597
H -3.4492 0.3781 0.4890  0.0933
H 6.8673 -1.4660 -0.9800  0.4118
H 2.3138 6.0025 -4.4764  0.3578
H -4.4253 -0.4213 3.8475  0.2914
H -4.7827 -1.8225 6.4977  0.4968
H -3.5455 -2.2431 5.2895  0.2304
H -1.0071 1.1273 -4.9214  0.3869
H -0.3599 -0.8551 6.8390  0.0723
H -3.2094 2.9992 4.5186  0.1630
H 8.8183 -0.1377 -2.5667  0.2965
H 4.9660 -2.1231 0.2406  0.5134
H 0.6863 5.6665 -5.0862  0.3513
H 1.2484 -1.5233 7.2290  0.4615
H -0.0098 -6.8220 -1.9986  0.4093
H 0.3457 0.7652 1.5666  -1.3624
H 4.3669 -0.3059 -6.1054  0.4999
H 2.4792 -1.1196 3.6644  0.2751
H 0.3548 0.7598 -5.9839  0.6188
H 0.4243 2.3381 4.9296  0.2086
H 3.3282 -1.9977 -0.4288  -0.0010
H -1.3652 -4.1567 -5.4609  0.4814
H 8.6537 -0.7828 -4.2069  0.3518
H -4.7781 0.5340 7.4761  0.4289
H 1.0557 0.2069 6.8397  0.2971
H 0.5200 -5.6521 0.1334  0.5841
H 4.5526 1.7396 -1.9998  0.3141
H 4.1121 -0.5798 0.2664  0.2290
H 3.8086 2.8802 -0.8649  0.5355
H 3.2917 1.1793 -0.9113  -0.2607
H -4.2741 1.9580 0.5324  0.6219
H -1.1370 2.2924 5.7557  0.0842
H -2.5107 1.8526 0.3948  0.0735
H -0.8430 3.3682 1.6172  0.1894
H 0.6022 2.9957 2.5659  0.3494
H 8.7355 -1.8793 -2.8198  0.3730
H -3.7072 1.7658 6.7685  0.3072
H -3.0721 -1.9243 6.9770  0.2969
H 1.1804 -3.2427 5.2825  0.5353
H -4.7323 3.1953 -1.4140  0.5160
H -0.4156 3.8615 5.3159  0.5202
H 0.0632 3.3834 -5.2833  0.3079
H 1.6231 0.0135 0.5871  -0.3906
H 0.0677 -0.2015 -4.5217  -0.3170
H -0.3179 -3.6480 1.5412  0.5710
H -5.0042 3.2031 -3.8838  0.4294
H -0.1449 -2.0877 0.7895  -0.7137
H 1.0215 1.6281 0.1456  0.4376
H -3.7864 -0.6715 -6.0016  0.4429
H 3.5732 0.9660 -5.1641  0.2675
H 2.8901 -0.6541 -5.1798  0.1505
H -0.2675 4.5210 2.8493  0.5026
H -0.5213 -2.7303 5.2134  0.1788
H -2.4963 4.5243 3.9493  0.4420
H 1.2685 -3.1685 0.9091  0.3944
H 0.4548 -2.6971 3.7488  -0.0613
H 6.4971 -0.2929 -5.0608  0.3120
H -0.9713 -5.4644 -3.8605  0.3727
H -3.0291 0.4961 7.7983  0.2787

---

Record 3
A structure of composition C50H70IN6O5PS. Source: OMol25; level of theory: ωB97M-V/def2-TZVPD.

The value obtained for the HOMO-LUMO gap is 0.32005 Eh. The value obtained for the molecular weight is 1025.092 g mol⁻¹.

Each line ends with the Mulliken charge.
Positions of all 134 atoms, in Å:
I -0.7283 3.0667 -3.9291  -0.1929
S -0.8801 2.1082 1.7363  1.0366
P 0.5590 3.2033 -1.8467  -0.3184
O -2.3182 2.6393 1.0993  -0.4534
O 0.2457 2.9501 0.8027  -0.3899
O -0.5318 0.7008 1.4735  -0.3690
O 1.3170 1.6804 -1.6218  -0.2811
O -0.6038 2.6045 3.0913  -0.6532
N 0.8731 6.4532 -2.2283  0.0230
N -7.5303 -1.2629 -2.0902  -0.3540
N 5.1616 3.4541 -4.5921  -0.5744
N -0.3092 -7.1147 -0.4768  -0.2419
N -2.7569 8.6946 2.2404  -0.5680
N 3.1737 -1.1209 7.2510  -0.2704
C 2.8041 -1.6453 1.3772  0.8007
C -0.5572 3.3640 -0.3311  0.8691
C 5.9310 1.1992 -4.2774  -0.6942
C -9.4282 -2.5936 -2.7224  -0.4707
C 2.7372 7.9160 -1.8341  -0.8137
C -2.2679 8.1530 1.1204  -0.4482
C 2.3064 -2.0985 7.5356  -0.1706
C -2.9732 6.4733 3.1325  -0.7346
C -2.1045 6.7903 0.9298  -0.3626
C 0.9233 -3.5772 -2.5471  -0.5882
C 6.0749 2.4912 -4.7574  -0.3127
C 3.9914 -0.6891 -0.6910  0.5711
C -7.2413 -1.1343 -3.3897  0.0980
C 3.8122 1.8640 -3.3946  0.1536
C -0.4106 -9.7274 0.4912  -0.0973
C 2.6068 -1.7014 2.9416  -1.1986
C 4.4409 -1.9636 -1.5049  -1.4322
C -2.7543 -3.6445 -0.9602  -0.9434
C 2.5805 8.4808 -3.0901  -0.1465
C -1.4475 -8.8432 0.7432  -0.7617
C 4.0531 3.1246 -3.9186  -0.6060
C -4.1108 -1.5477 -0.0798  -0.8965
C -1.6019 -4.1211 -1.9645  -0.2960
C 0.7402 7.0146 -3.4355  -0.3181
C 4.0728 -0.8666 0.8921  -0.9909
C 1.2920 -1.9833 8.4722  -0.5610
C -3.7209 -0.1623 0.5729  -0.8173
C 3.3671 -0.5824 3.7510  -0.0832
C -3.0997 7.8503 3.2200  -0.2297
C -3.8353 1.0180 -0.4488  -0.5159
C 2.0754 -2.9200 -1.6747  0.5375
C 4.8135 -1.1530 4.0999  -1.2510
C -1.3493 -7.5569 0.2383  0.0497
C 1.5624 8.0224 -3.9112  -0.6022
C 1.1674 -0.7870 9.1601  -0.1107
C 2.0550 0.2409 8.8852  -0.6019
C 3.3341 -2.5106 -2.5080  -0.8339
C -2.7988 -2.0980 -0.7529  0.3484
C 0.6797 -7.9853 -0.7056  -0.0541
C 0.6776 -9.2933 -0.2493  -0.7317
C 1.8639 6.9107 -1.4544  -0.0185
C -2.4112 1.4871 -0.9770  0.2037
C -7.9926 -1.6985 -4.4077  -0.6974
C -8.6128 -1.9853 -1.7819  -0.2128
C -2.4654 5.9353 1.9611  0.2188
C -2.0547 2.8726 -0.3549  -0.1111
C 4.7742 0.8833 -3.5813  0.1996
C -0.4455 -3.0644 -1.9219  -0.2228
C 3.0322 0.0243 7.9272  -0.0956
C -9.1087 -2.4439 -4.0625  -0.1253
H 4.7149 0.1288 -0.9262  0.5398
H 1.9494 6.4353 -0.4828  0.4444
H -1.6503 0.7007 -0.7872  -0.1715
H -1.9568 -1.7803 -0.0957  0.0510
H -0.2197 -2.8886 -0.8411  0.0802
H 3.1217 -1.7579 -3.3001  0.3737
H -2.5291 1.5509 -2.0864  0.1935
H 3.7472 0.8001 7.6756  0.3646
H -3.7247 -4.0817 -1.2934  0.3266
H -2.7674 3.6827 -0.6053  0.4248
H 1.5185 -1.5574 3.1564  0.2595
H 6.7039 0.4602 -4.4434  0.3973
H 6.9637 2.7865 -5.3046  0.3551
H -2.7404 -0.2153 1.0891  0.4049
H -2.3523 4.8631 1.8535  0.6302
H 3.5198 8.2475 -1.1652  0.3835
H 1.8649 -1.3116 0.8737  -0.2329
H 4.6242 -0.1161 -3.1880  0.2099
H -1.9966 8.8608 0.3446  0.3789
H -2.5178 -4.1225 0.0208  0.2790
H -4.9776 -1.4680 -0.7688  0.1381
H 0.9887 -3.1257 -3.5697  0.3495
H 2.9416 -2.7041 1.0408  -0.1144
H 4.9019 -2.1686 3.6520  0.3372
H 2.8615 -2.7014 3.3692  0.4211
H -3.4947 8.3176 4.1153  0.3486
H 1.5058 -9.9544 -0.4670  0.3482
H -6.3571 -0.5456 -3.6104  0.3403
H 2.7895 -0.4290 4.6943  0.2853
H 2.9857 -0.3050 -0.9773  -0.3701
H 5.2793 -1.6311 -2.1678  0.4602
H -0.6715 4.4717 -0.1910  -0.3591
H -2.7242 -1.6187 -1.7622  0.1502
H 2.8943 1.6563 -2.8541  0.3931
H -0.4498 -10.7425 0.8674  0.3755
H 1.5106 -7.5987 -1.2859  0.3868
H 0.9872 -4.6844 -2.5795  0.3024
H 4.1581 0.1599 1.2981  0.4344
H -0.0715 6.6247 -4.0402  0.3585
H -1.9893 -4.3347 -2.9830  0.3328
H 5.5601 -0.4467 3.6679  0.2656
H -8.8241 -2.0715 -0.7218  0.3529
H -9.7218 -2.9029 -4.8287  0.3642
H -1.7043 6.4098 -0.0020  0.3731
H 0.6175 -2.8085 8.6582  0.3600
H 3.7237 -3.4392 -2.9964  0.3432
H -4.3993 -2.2628 0.7285  0.4616
H -4.4090 0.6290 -1.3271  0.2115
H 1.6449 -1.9795 -1.2605  -0.4228
H -2.3129 -9.1449 1.3181  0.3513
H -10.2908 -3.1689 -2.4139  0.3482
H 4.8305 -2.7687 -0.8434  0.5896
H -4.4873 0.0061 1.3724  0.3268
H 3.3870 0.4048 3.2451  0.3351
H 1.9902 1.1892 9.4019  0.3593
H 3.3288 3.9248 -3.8007  0.5241
H -4.4468 1.8730 -0.0723  0.4424
H 0.7578 0.9680 -1.9647  0.1440
H 4.9665 -1.4952 1.0986  0.1510
H -7.7113 -1.5588 -5.4430  0.3525
H 3.2443 9.2685 -3.4250  0.3735
H -0.6870 -2.1162 -2.4506  0.2744
H 0.3880 -0.6571 9.9013  0.3630
H -3.2644 5.8389 3.9590  0.3797
H 1.4099 8.4377 -4.8984  0.3995
H -2.1370 -6.8299 0.4065  0.2968
H -1.2122 -5.0709 -1.5342  -0.0989
H 4.9921 -1.2546 5.1907  0.3390
H 2.4452 -3.0164 6.9745  0.3730
H 2.3312 -3.6556 -0.8849  0.1708

---

Looking at E for the records above, in order, we have -3572.1206, -4815.1417, -3689.0655 Eh.